A) C4H5NOS | the ωB97M-V functional and the def2-TZVPD basis

## Properties
- HOMO (eV) = -8.25
- net charge = 0

Atoms and positions in Å:
C (-1.06694, -0.16710, -0.02814)
H (2.18700, -1.24467, -0.12989)
C (1.26720, -0.71298, -0.04357)
H (-0.36658, -1.92505, 0.88564)
H (-0.83726, 2.40041, 0.82327)
O (-0.70187, 2.23192, -0.10572)
N (-0.23842, 0.92779, -0.11233)
C (1.09065, 0.61357, -0.14136)
H (-0.38168, -2.02654, -0.83585)
S (-2.67288, -0.16587, -0.10232)
H (1.82289, 1.42273, -0.19882)
C (-0.10210, -1.35421, -0.01092)

B) C4H5NOS | the ωB97M-V functional and the def2-TZVPD basis

## Properties
- HOMO (eV) = -8.71
- net charge = 0

Atoms and positions in Å:
O (1.19131, -0.21163, -0.00292)
C (-0.12804, -0.09822, 0.06152)
C (-0.92195, -1.30400, 0.08541)
H (1.74204, 1.57648, 0.75779)
C (-2.25916, -0.95111, -0.07491)
H (3.05633, 0.64601, -0.00222)
C (2.02612, 0.99175, -0.01161)
N (-0.76888, 1.04049, 0.02276)
H (-0.52120, -2.37420, 0.00829)
H (-3.06542, -1.65892, 0.03496)
S (-2.38264, 0.76176, -0.05158)
H (2.03150, 1.58159, -0.82749)

Most stable: B) (next structure +26.9 kcal/mol)

A) C7H6O | the ωB97M-V functional and the def2-TZVPD basis

## Properties
- HOMO (eV) = -9.26
- net charge = 0

Atoms and positions in Å:
C (-0.18680, 1.24656, -0.04347)
H (-2.73114, 0.96298, 0.00458)
C (-0.15207, -1.30434, 0.02111)
C (1.10630, 1.25867, 0.05616)
H (-2.98081, -0.86837, -0.19615)
H (1.63074, 2.18758, 0.33269)
H (-0.69058, -2.21188, 0.19651)
O (3.10215, 0.00639, -0.12211)
H (1.78668, -2.11718, 0.09264)
C (1.88463, 0.00788, -0.05508)
H (-0.75147, 2.16260, -0.15199)
C (-2.25564, 0.00074, -0.09365)
C (1.15429, -1.25594, -0.01839)
C (-0.91628, -0.07568, -0.02282)

B) C7H6O | the ωB97M-V functional and the def2-TZVPD basis

## Properties
- HOMO (eV) = -8.97
- net charge = 0

Atoms and positions in Å:
O (0.10923, 0.00081, -2.82733)
C (-0.57888, -1.12771, 2.15859)
C (-0.21940, 1.13557, 1.39195)
H (1.25470, -1.70345, -1.87452)
H (-0.19891, -0.55579, 3.21504)
C (-0.05879, -0.55311, -0.49370)
H (0.46414, 1.86703, -1.23726)
C (0.16131, 2.26701, 1.51819)
H (0.91087, -2.50680, 0.05550)
C (0.67655, -1.68236, -0.85992)
C (-0.55787, -0.29377, 0.95290)
H (-1.13521, -2.30082, 2.36539)
H (-0.24473, 3.27726, 2.30577)
C (0.25631, 0.57371, -1.70322)

C) C7H6O | the ωB97M-V functional and the def2-TZVPD basis

## Properties
- HOMO (eV) = -8.98
- net charge = 0

Atoms and positions in Å:
C (0.86024, 1.29173, 0.46467)
C (1.62090, 0.22049, -0.26775)
H (0.76357, -1.80112, 0.63430)
C (-1.55266, -1.04918, 0.60911)
H (2.80135, 0.53521, -0.16390)
O (0.96258, 0.65701, -1.57532)
C (-2.56742, -1.50911, 0.93802)
H (-1.16364, 1.57845, -0.93616)
C (0.75443, -0.76718, 0.31136)
H (-3.54608, -1.80533, 1.47969)
H (0.67413, 0.90184, 1.35245)
C (-0.42995, -0.32410, 0.17044)
H (1.47032, 2.37696, 0.62898)
C (-0.13559, 0.96367, -0.62466)

Most stable: A) (next structure +153.1 kcal/mol)

A) C7H6O | the ωB97M-V functional and the def2-TZVPD basis

## Properties
- HOMO (eV) = -9.99
- net charge = 0

Atoms and positions in Å:
H (-0.05381, -0.29622, 2.37293)
C (-0.93516, 0.75040, -0.44770)
H (0.36272, 1.38240, -2.14107)
C (-0.65292, 1.51056, -1.55798)
H (3.35491, 0.80798, -0.22818)
C (-0.20228, -1.59566, 0.55741)
C (-0.71604, -2.69994, 0.79382)
C (-0.04258, -0.01439, 0.54333)
O (-0.52291, 0.32483, 1.83564)
H (-0.83816, -3.75841, 0.69135)
H (-1.44030, 1.66940, -2.44304)
C (1.25416, 0.27736, 0.31681)
C (2.38329, 0.69078, -0.11270)
H (-1.95091, 0.95091, -0.18062)

B) C7H6O | the ωB97M-V functional and the def2-TZVPD basis

## Properties
- HOMO (eV) = -7.77
- net charge = 0

Atoms and positions in Å:
H (0.73932, -2.03984, 1.38833)
H (-0.89590, 3.22961, -0.99781)
C (1.49367, -0.58381, 0.10386)
H (-1.53438, -1.68508, 0.15912)
C (-0.55463, 0.17683, -0.07764)
H (2.63395, -0.69868, 0.52190)
C (-0.54219, 2.25183, -0.66833)
C (0.59795, -1.68992, 0.46780)
H (-2.45939, 1.30406, -0.04558)
C (-0.71510, -1.08569, 0.28701)
O (0.79637, 1.73862, -0.63485)
C (0.70063, 0.34414, -0.29818)
C (-1.39972, 1.37931, -0.17213)
H (1.13941, -2.64138, -0.03351)

Most stable: B) (next structure +55.7 kcal/mol)

A) CHFNO3S | the ωB97M-V functional and the def2-TZVPD basis

## Properties
- HOMO (spin up / spin down) (eV) = -3.83 / -4.50
- net charge = -1

Atoms and positions in Å:
O (2.15574, -0.36332, -0.47880)
N (-2.00070, -0.48399, -0.57008)
H (-2.04547, -1.14775, 0.24014)
O (1.86746, 1.32313, 1.31235)
O (0.89800, -0.86878, 1.56470)
S (1.36976, 0.12542, 0.62328)
C (-1.11053, 0.33712, -0.78905)
F (-1.13426, 1.07816, -1.90253)

B) CHFNO3S | the ωB97M-V functional and the def2-TZVPD basis

## Properties
- HOMO (eV) = -4.24
- net charge = -1

Atoms and positions in Å:
H (0.13065, -0.59405, 1.78583)
O (0.78078, -0.85747, 1.14426)
C (-3.01314, 0.30655, 0.01586)
S (0.17974, -1.39404, -0.43756)
O (-1.18415, -0.78880, -0.44987)
F (-3.80714, 0.00566, -0.89320)
O (0.16157, -2.87102, -0.44592)
N (-2.84747, 0.84495, 1.01909)

Most stable: B) (next structure +7.1 kcal/mol)

A) C2H3N3O2 | the ωB97M-V functional and the def2-TZVPD basis

## Properties
- HOMO (eV) = -11.29
- net charge = 0

Atoms and positions in Å:
O (-0.94587, -0.88639, 1.31196)
H (-1.31380, 1.14399, 0.13642)
C (0.51654, 0.26899, -0.02033)
N (-0.33715, 1.33398, 0.18429)
N (0.15483, -0.90058, 0.81418)
N (-0.43569, -0.84368, -2.53362)
C (0.09455, -0.43528, -1.61479)
O (0.91575, -1.84232, 0.72866)
H (1.63296, 0.53752, -0.21793)
H (-0.28211, 1.62377, 1.21116)

B) C2H3N3O2 | the ωB97M-V functional and the def2-TZVPD basis

## Properties
- HOMO (spin up / spin down) (eV) = -9.07 / -9.07
- net charge = 0

Atoms and positions in Å:
C (-0.92804, 0.45019, 0.33632)
N (1.65091, -0.94816, -0.20225)
H (0.22779, 1.58631, 1.38838)
C (0.73507, -1.07771, -0.89723)
N (-0.28165, 1.63387, 0.51964)
O (2.53225, -0.63499, 0.53934)
H (0.01169, -1.44324, -1.46793)
H (0.52930, 1.69944, -0.15849)
O (-2.56848, -1.12805, -0.12055)
N (-1.90883, -0.13766, 0.06278)

C) C2H3N3O2 | the ωB97M-V functional and the def2-TZVPD basis

## Properties
- HOMO (eV) = -8.56
- net charge = 0

Atoms and positions in Å:
N (-0.04222, 0.74269, -1.21618)
N (1.70928, -0.22866, 0.09228)
C (0.45021, 0.05940, -0.09537)
H (-0.88440, -0.30110, 1.61791)
H (-2.05369, 1.22615, -1.83827)
C (-1.32045, 0.81622, -1.09096)
O (1.70095, -0.99266, 1.24316)
H (2.63089, -1.07792, 1.33901)
O (-1.83630, 0.26827, -0.01993)
N (-0.72257, -0.41485, 0.58296)

D) C2H3N3O2 | the ωB97M-V functional and the def2-TZVPD basis

## Properties
- HOMO (eV) = -10.18
- net charge = 0

Atoms and positions in Å:
H (4.29191, 1.16144, -0.50295)
C (0.03133, -0.38776, 0.29148)
N (-2.05798, 0.65120, -0.08041)
H (-2.16553, 0.18794, -0.98387)
C (2.37109, 0.37885, 0.07948)
N (3.52161, 0.55268, -0.17559)
H (-2.55647, 0.06438, 0.64254)
N (1.36482, -0.22335, 0.42723)
O (-0.42079, -1.49669, 0.40814)
O (-0.67462, 0.83956, 0.15693)

Most stable: D) (next structure +27.1 kcal/mol)

A) C2H3N3O2 | the ωB97M-V functional and the def2-TZVPD basis

## Properties
- HOMO (spin up / spin down) (eV) = -8.56 / -8.56
- net charge = 0

Atoms and positions in Å:
H (1.64443, 0.93176, 1.78358)
H (-0.93808, -1.30654, 1.85381)
H (-1.56365, -0.54178, -1.86581)
C (-0.83258, -0.12591, -1.27977)
N (1.01542, 0.29964, 0.32764)
O (1.23370, 1.46002, 1.04082)
C (-0.75188, -0.55817, 0.04609)
O (1.15232, 0.73251, -0.97981)
N (-1.14352, -1.35179, 0.88624)
N (0.18384, 0.46026, -1.81278)

B) C2H3N3O2 | the ωB97M-V functional and the def2-TZVPD basis

## Properties
- HOMO (eV) = -10.17
- net charge = 0

Atoms and positions in Å:
H (2.94887, -1.09804, -0.28239)
C (0.78722, -0.33161, -0.48615)
N (0.72667, -0.51748, 0.99652)
O (-2.16166, 1.07738, -0.21390)
N (2.03409, -0.82501, -0.83640)
N (-0.36291, -0.07445, -0.89590)
H (2.24685, -0.70515, -1.98862)
C (-1.11419, 0.41772, 0.05831)
H (1.34625, 0.30045, 1.41717)
O (-0.50899, 0.28571, 1.28531)

C) C2H3N3O2 | the ωB97M-V functional and the def2-TZVPD basis

## Properties
- HOMO (eV) = -10.35
- net charge = 0

Atoms and positions in Å:
N (-0.38034, -0.06695, 0.12948)
O (-0.54704, 1.37034, 0.13536)
C (0.79392, -0.69543, 0.03350)
H (-2.14769, -0.96106, -0.72622)
C (2.02020, 0.40179, -0.05437)
N (-1.65208, -0.64913, 0.05379)
H (0.31425, 1.82809, -0.21506)
H (-2.24197, -0.60041, 0.82324)
O (1.04982, -1.85106, 0.13321)
N (2.79092, 1.22381, -0.31293)

D) C2H3N3O2 | the ωB97M-V functional and the def2-TZVPD basis

## Properties
- HOMO (eV) = -9.06
- net charge = 0

Atoms and positions in Å:
H (2.02150, -1.44763, 0.61232)
N (0.44115, -0.54183, 0.20460)
O (-1.20585, 0.85054, -0.04474)
C (-1.62585, -0.43570, -0.05117)
O (1.62090, -1.10259, -0.21527)
N (-0.70959, -1.27603, 0.01890)
C (0.19496, 0.79835, 0.03302)
N (1.04197, 1.71922, 0.01284)
H (-2.69012, -0.62745, 0.00221)
H (0.51885, 2.60608, -0.07992)

Most stable: D) (next structure +9.3 kcal/mol)

A) C4H10NO | the ωB97M-V functional and the def2-TZVPD basis

## Properties
- HOMO (eV) = -16.66
- net charge = +1

Atoms and positions in Å:
H (0.23084, 1.87990, 0.68957)
C (2.04973, 0.00403, -0.13165)
H (-0.77184, 1.05862, 1.88101)
C (-1.59358, -0.65268, -0.51363)
C (0.78968, -0.72065, -0.21457)
H (-1.74320, -1.70459, -0.26725)
H (1.91953, 1.06404, -0.44120)
O (0.18725, -1.12414, 0.91929)
C (-0.68445, 1.17115, 0.77387)
H (-2.54440, -0.03249, -0.30783)
H (0.55760, -1.36031, -1.21747)
H (2.50688, -0.17737, 0.88277)
N (-0.46624, -0.14308, 0.18506)
H (-1.58216, 1.54716, 0.25416)
H (-1.59236, -0.40906, -1.62561)
H (2.73670, -0.40049, -0.86651)

B) C4H10NO | the ωB97M-V functional and the def2-TZVPD basis

## Properties
- HOMO (spin up / spin down) (eV) = -14.51 / -14.51
- net charge = +1

Atoms and positions in Å:
H (0.76979, -0.17796, 1.97937)
H (0.45503, 1.67975, -1.20847)
O (1.95721, -0.00835, -0.90405)
H (2.22347, -0.46299, -1.63456)
C (-0.34302, 0.05406, -0.02635)
C (-1.48800, -0.79307, 0.51597)
H (1.34140, -2.50042, 0.02136)
H (-1.85841, -0.37034, 1.48977)
C (-0.55476, 1.35395, -0.78472)
C (1.03962, -0.54854, -0.19797)
N (0.76415, 0.15599, 1.00990)
H (-1.09727, 2.12024, -0.19154)
H (-1.11013, 1.08082, -1.64436)
H (1.31686, 1.04024, 1.14151)
H (-1.12228, -1.81184, 0.70680)
H (-2.29367, -0.81154, -0.27267)

C) C4H10NO | the ωB97M-V functional and the def2-TZVPD basis

## Properties
- HOMO (spin up / spin down) (eV) = -11.85 / -14.36
- net charge = +1

Atoms and positions in Å:
C (-2.55579, 2.00024, 1.56883)
N (1.51034, 0.41382, 0.18169)
H (-0.88617, -1.52649, 1.08824)
H (-2.79618, 2.56868, 0.63994)
H (1.27212, -2.30620, -0.26246)
H (-2.07490, 1.07546, 1.27258)
H (2.33625, 0.11856, 0.74642)
H (0.71291, 0.08075, -1.89982)
H (2.66268, -1.36098, -0.92210)
H (1.65206, 1.40558, 0.08028)
C (0.91004, -0.33745, -0.94950)
C (0.19519, 0.00585, 0.34383)
O (-0.07463, -0.91459, 1.36910)
C (1.55428, -1.70478, -1.10046)
H (-3.05794, 2.37705, 2.46323)
H (1.48284, -2.21973, -2.02061)

Most stable: A) (next structure +28.5 kcal/mol)